No. 1
{"formula": "C3H3Cl2O2P", "method": "ωB97M-V/def2-TZVPD", "multiplicity": 1, "e_above_lowest_ev": 4.3987, "total_energy_ha": -1528.05711, "e_homo_ev": [-9.54, -7.90], "gap_ev": [8.155, 5.989], "lumo_energy_ev": [-1.388, -1.909], "max_force_ev_per_a": 1.968, "species": ["C", "C", "C", "O", "O", "P", "Cl", "Cl", "H", "H", "H"], "xyz": [[0.60368, -0.88926, -0.97684], [0.97532, -1.62424, -1.85884], [0.28862, 0.10204, -0.00577], [0.83709, -0.69296, -5.16004], [0.19324, -3.40665, -2.96938], [1.56779, -2.56480, -3.13181], [-0.78511, -0.40433, -4.81409], [0.02560, -4.76066, -3.97414], [-0.73962, 0.26554, -0.24109], [0.39233, -0.40042, 1.00749], [0.81421, 1.04498, -0.38348]], "atomic_forces_ev_per_a": [[1.0675, -0.5576, -0.8525], [0.4097, 1.0330, 0.6363], [0.2312, 0.0685, -0.1618], [-1.2071, -0.5840, 1.2481], [-1.0133, -1.3447, -0.6453], [0.2429, 0.6946, -1.0876], [1.4602, -0.2480, -0.2900], [0.0562, 0.0011, -0.0874], [-1.1323, 0.5200, 0.5775], [0.1882, 1.5592, -0.9115], [-0.3033, -1.1422, 1.5740]]}

---

No. 2
{"formula": "C3H3Cl3", "method": "ωB97M-V/def2-TZVPD", "multiplicity": 1, "e_above_lowest_ev": 3.1977, "total_energy_ha": -1496.54674, "e_homo_ev": [-8.63, -8.70], "gap_ev": [8.160, 8.012], "lumo_energy_ev": [-0.474, -0.693], "max_force_ev_per_a": 4.015, "species": ["C", "C", "C", "Cl", "Cl", "Cl", "H", "H", "H"], "xyz": [[-0.36436, 0.52297, 0.54652], [-1.07671, -0.16111, -0.67163], [1.24276, 0.12438, 0.45883], [-1.42057, -1.80802, -0.49426], [1.48585, -1.54866, 0.50490], [1.96600, 0.93409, -0.80467], [-0.66548, 1.63695, 0.56818], [-0.61747, 0.20948, 1.52336], [-0.55001, 0.08992, -1.63124]], "atomic_forces_ev_per_a": [[0.5772, 0.7439, -1.1871], [2.4564, 1.0538, 1.0312], [-3.9111, 0.9038, -0.0938], [-0.6011, -0.2770, -0.2360], [0.6814, -0.5616, 0.4705], [1.3777, 0.8514, -1.0980], [1.3605, -1.4933, -0.4423], [-0.9115, -0.9644, 0.7823], [-1.0294, -0.2566, 0.7732]]}

---

No. 3
{"formula": "C3H3ClF2", "method": "ωB97M-V/def2-TZVPD", "multiplicity": 1, "e_above_lowest_ev": 1.0345, "total_energy_ha": -775.98111, "e_homo_ev": -9.68, "gap_ev": 10.360, "smiles": "C/C(F)=C(/F)Cl", "lumo_energy_ev": 0.684, "max_force_ev_per_a": 3.254, "species": ["C", "C", "F", "C", "F", "Cl", "H", "H", "H"], "xyz": [[0.59028, -1.04720, 0.05230], [0.23253, 0.39318, -0.04826], [1.30059, 1.22629, -0.26375], [-0.88550, 1.05019, -0.13087], [-0.97480, 2.42399, 0.10405], [-2.36121, 0.05790, -0.13846], [1.23660, -1.03162, 1.02182], [1.11615, -1.36997, -0.85443], [-0.25466, -1.70274, 0.25759]], "atomic_forces_ev_per_a": [[0.7783, 0.6306, 1.7091], [1.8300, 0.6055, -1.4668], [0.3262, -0.6693, 0.7309], [-2.7648, 0.8968, 1.4624], [-0.2394, -2.6381, -1.0118], [0.5413, 1.4387, 0.0927], [-0.6129, -0.5359, -1.8747], [0.1537, 0.0024, 0.5006], [-0.0124, 0.2694, -0.1424]]}

---

No. 4
{"formula": "C3H3ClFHfO3", "method": "ωB97M-V/def2-TZVPD", "multiplicity": 1, "e_above_lowest_ev": 1.3248, "total_energy_ha": -948.23197, "e_homo_ev": -22.38, "gap_ev": 3.307, "charge": 3, "lumo_energy_ev": -19.072, "max_force_ev_per_a": 7.044, "species": ["Hf", "Cl", "C", "C", "O", "C", "O", "O", "F", "H", "H", "H"], "xyz": [[-14.70106, 23.40372, 18.23955], [-16.31559, 23.66000, 17.05312], [-13.93822, 23.23812, 14.12082], [-15.12354, 23.87909, 14.78039], [-16.24788, 23.28709, 14.15699], [-15.82291, 22.78585, 12.94599], [-16.67159, 22.44446, 12.12906], [-14.49796, 22.87951, 12.85369], [-15.27448, 25.18893, 14.54789], [-13.68743, 22.42449, 14.80140], [-13.20529, 24.03972, 14.02947], [-15.21023, 23.69526, 15.85127]], "atomic_forces_ev_per_a": [[3.7799, -0.5638, 3.2015], [-6.9632, 0.4465, 0.9688], [-0.5261, 1.0143, 0.2542], [-1.4768, 1.1717, -5.3119], [0.3268, -0.1860, 1.8993], [-1.4613, -0.6180, -2.0787], [2.6466, 0.7369, 1.9302], [-0.1880, -0.5707, -0.0013], [0.6288, 0.1152, 1.0214], [0.6943, -0.6637, -0.7307], [0.6872, -0.6166, -0.4850], [1.8518, -0.2656, -0.6677]]}